1.
ORCA calculation (ωB97M-V with the def2-TZVPD basis set) on a 10-piece molecular cluster, C42H102N2O10 overall at a distorted geometry.

Atoms and positions in Å:
C 1.906 -3.903 -20.617
C 2.992 -4.215 -19.615
C 3.324 -3.012 -18.772
O 2.526 -5.231 -18.697
H 1.662 -4.697 -21.322
H 2.259 -3.064 -21.232
H 1.028 -3.525 -20.094
H 3.931 -4.600 -20.029
H 3.687 -2.189 -19.390
H 4.036 -3.233 -17.980
H 2.410 -2.630 -18.304
H 2.125 -5.942 -19.207
C -7.148 -7.481 -23.070
C -8.198 -6.800 -23.949
C -9.541 -6.734 -23.277
O -7.775 -5.466 -24.210
H -7.259 -7.137 -22.033
H -6.111 -7.310 -23.365
H -7.251 -8.569 -22.986
H -8.224 -7.386 -24.877
H -10.271 -6.333 -23.992
H -9.509 -6.064 -22.423
H -9.929 -7.741 -23.118
H -6.840 -5.416 -24.429
C -0.990 2.205 -25.860
C -2.032 2.935 -24.999
C -3.130 1.988 -24.510
O -1.367 3.474 -23.852
H -0.524 2.939 -26.522
H -1.465 1.553 -26.598
H -0.280 1.636 -25.265
H -2.441 3.731 -25.620
H -3.830 2.586 -23.916
H -2.698 1.365 -23.719
H -3.618 1.444 -25.314
H -0.871 2.736 -23.484
C -10.445 -2.703 -22.333
C -9.738 -2.110 -23.501
C -10.065 -2.802 -24.814
O -10.054 -0.717 -23.610
H -11.528 -2.739 -22.472
H -10.168 -2.231 -21.390
H -10.163 -3.756 -22.228
H -8.653 -2.205 -23.372
H -11.108 -2.600 -25.088
H -9.917 -3.880 -24.805
H -9.523 -2.344 -25.645
H -9.359 -0.283 -24.113
C -0.969 -3.499 -25.461
C -2.024 -2.582 -26.138
C -1.413 -1.203 -26.358
O -2.395 -3.141 -27.410
H -0.788 -4.452 -25.948
H -1.301 -3.709 -24.438
H -0.051 -2.926 -25.310
H -2.882 -2.551 -25.471
H -0.495 -1.316 -26.941
H -1.156 -0.755 -25.398
H -2.103 -0.579 -26.923
H -1.596 -3.136 -27.947
C 1.634 0.984 -20.372
C 2.217 0.474 -21.671
C 1.172 0.374 -22.759
O 3.235 1.395 -22.057
H 2.426 1.162 -19.642
H 0.992 0.247 -19.884
H 1.059 1.897 -20.530
H 2.645 -0.515 -21.453
H 0.992 1.368 -23.174
H 0.252 -0.111 -22.429
H 1.528 -0.225 -23.607
H 3.662 1.062 -22.852
C -8.438 1.593 -28.517
C -8.233 0.170 -27.967
C -7.105 0.126 -26.956
O -9.390 -0.235 -27.241
H -8.282 1.615 -29.600
H -7.687 2.288 -28.136
H -9.420 1.995 -28.282
H -7.975 -0.510 -28.782
H -7.219 0.733 -26.063
H -6.142 0.263 -27.453
H -7.040 -0.926 -26.636
H -10.190 -0.050 -27.741
C -1.497 1.104 -18.563
C -2.815 1.873 -18.414
C -2.931 3.000 -19.409
O -3.847 0.900 -18.672
H -0.708 1.803 -18.824
H -1.602 0.336 -19.325
H -1.298 0.665 -17.584
H -2.960 2.282 -17.411
H -2.686 2.695 -20.431
H -2.288 3.855 -19.192
H -3.968 3.350 -19.457
H -4.712 1.270 -18.474
C -3.060 -2.396 -19.973
C -3.085 -2.249 -21.517
C -3.579 -3.590 -22.103
C -5.106 -3.724 -22.142
C -5.714 -2.476 -22.759
C -5.383 -1.173 -22.039
N -3.919 -1.153 -21.947
O -3.407 0.063 -21.437
C -5.911 -0.001 -22.845
C -6.069 -1.156 -20.662
C -1.649 -2.031 -21.970
H -2.479 -1.592 -19.521
H -2.594 -3.347 -19.694
H -4.042 -2.452 -19.503
H -3.203 -3.630 -23.133
H -3.159 -4.432 -21.554
H -5.481 -4.012 -21.160
H -5.340 -4.532 -22.841
H -6.796 -2.614 -22.660
H -5.431 -2.412 -23.812
H -5.771 0.972 -22.380
H -5.459 0.021 -23.841
H -6.976 -0.173 -23.027
H -6.002 -2.041 -20.036
H -5.784 -0.263 -20.096
H -7.145 -0.993 -20.823
H -1.091 -2.961 -22.115
H -1.043 -1.500 -21.232
H -1.658 -1.469 -22.906
H -3.674 0.083 -20.503
C -2.725 -1.906 -12.322
C -3.616 -3.050 -12.866
C -5.062 -2.578 -12.976
C -5.326 -1.679 -14.182
C -4.907 -2.433 -15.432
C -3.438 -2.836 -15.398
N -3.220 -3.602 -14.157
O -1.865 -4.042 -14.064
C -3.168 -3.769 -16.583
C -2.478 -1.648 -15.510
C -3.585 -4.189 -11.829
H -2.994 -0.967 -12.800
H -1.675 -2.148 -12.475
H -2.913 -1.765 -11.257
H -5.630 -3.489 -13.211
H -5.435 -2.182 -12.034
H -4.721 -0.764 -14.180
H -6.377 -1.388 -14.168
H -5.032 -1.825 -16.335
H -5.513 -3.333 -15.583
H -3.836 -3.561 -17.414
H -2.124 -3.821 -16.892
H -3.405 -4.785 -16.239
H -2.563 -1.197 -16.512
H -2.584 -0.828 -14.809
H -1.456 -2.032 -15.520
H -2.573 -4.573 -11.725
H -4.264 -5.006 -12.076
H -3.931 -3.770 -10.881
H -1.846 -4.808 -14.644

relative energy (zero: lowest compared OMol25 entry of this formula, charge and spin) = 173.6 kJ/mol
SMILES = CC1(C)CCCC(C)(C)N1O.CC1(C)CCCC(C)(C)N1O.CC(C)O.CC(C)O.CC(C)O.CC(C)O.CC(C)O.CC(C)O.CC(C)O.CC(C)O
E_HOMO = -0.3027 Ha
LUMO level = 0.40 eV
max |F| = 2.07 eV Å⁻¹

Löwdin atomic charge list, values in e, 2 entries: -0.06 -0.49

2.
ORCA calculation (ωB97M-V with the def2-TZVPD basis set) on a 12-piece molecular cluster, C42H102N6O18 overall at a distorted geometry.

Atoms and positions in Å:
C -1.214 4.644 2.673
O -0.719 5.618 3.531
C -1.535 5.995 4.654
C -0.891 7.085 5.527
O -0.791 8.296 4.786
C -0.310 9.386 5.624
H -2.076 5.005 2.113
H -1.673 3.838 3.245
H -0.492 4.168 2.009
H -1.729 5.125 5.282
H -2.451 6.459 4.289
H 0.080 6.776 5.912
H -1.614 7.217 6.332
H 0.503 9.110 6.295
H -1.158 9.790 6.176
H -0.052 10.243 5.001
C -4.079 -1.643 -1.878
O -4.948 -1.445 -2.989
C -4.609 -0.279 -3.759
C -5.767 0.186 -4.597
O -6.269 -0.910 -5.361
C -7.282 -0.541 -6.296
H -4.371 -2.526 -1.311
H -4.073 -0.879 -1.100
H -3.054 -1.774 -2.227
H -3.833 -0.480 -4.498
H -4.286 0.567 -3.153
H -5.473 1.055 -5.185
H -6.549 0.596 -3.957
H -7.700 -1.389 -6.838
H -6.948 0.245 -6.974
H -8.099 -0.068 -5.752
C 2.402 -1.256 -3.066
O 3.603 -1.532 -2.361
C 4.777 -0.863 -2.886
C 6.093 -1.436 -2.190
O 6.038 -1.360 -0.759
C 7.235 -1.824 -0.122
H 1.964 -0.354 -2.639
H 1.652 -2.014 -2.839
H 2.465 -1.220 -4.153
H 4.852 0.223 -2.835
H 4.841 -1.152 -3.935
H 6.976 -0.942 -2.595
H 6.179 -2.490 -2.454
H 7.618 -2.796 -0.433
H 7.131 -1.722 0.958
H 8.073 -1.141 -0.263
C 2.073 -4.632 3.252
O 3.064 -4.974 2.307
C 2.836 -6.284 1.739
C 3.875 -7.346 1.917
O 3.862 -7.861 3.298
C 4.734 -7.063 4.085
H 1.163 -4.497 2.667
H 2.300 -3.672 3.715
H 1.802 -5.345 4.031
H 2.797 -6.039 0.677
H 1.830 -6.697 1.812
H 4.846 -6.988 1.575
H 3.681 -8.210 1.283
H 5.711 -6.964 3.614
H 4.900 -7.624 5.005
H 4.248 -6.107 4.280
C -0.371 -1.900 3.773
O -0.222 -0.937 4.796
C -0.636 0.365 4.389
C -0.308 1.448 5.407
O 1.025 1.633 5.726
C 2.024 1.723 4.663
H -1.330 -1.886 3.256
H -0.259 -2.887 4.222
H 0.389 -1.688 3.021
H -1.719 0.275 4.313
H -0.267 0.499 3.372
H -0.811 1.204 6.342
H -0.839 2.373 5.181
H 2.281 0.790 4.160
H 3.004 2.153 4.867
H 1.600 2.395 3.917
C -4.105 2.853 3.687
O -4.425 3.211 2.333
C -4.618 2.104 1.451
C -5.118 2.611 0.091
O -6.389 3.224 0.216
C -6.738 4.075 -0.829
H -3.923 3.733 4.304
H -3.221 2.217 3.732
H -4.962 2.355 4.141
H -5.248 1.368 1.949
H -3.679 1.567 1.320
H -5.269 1.744 -0.552
H -4.398 3.301 -0.349
H -5.941 4.813 -0.919
H -7.682 4.605 -0.704
H -6.785 3.524 -1.769
C 3.273 -1.831 1.141
C 3.372 -0.304 1.007
O 3.411 0.440 1.985
N 3.280 0.061 -0.249
C 3.216 1.473 -0.655
H 2.360 -2.154 1.641
H 4.117 -2.143 1.755
H 3.243 -2.330 0.172
H 3.572 -0.672 -0.879
H 2.825 1.436 -1.672
H 4.213 1.905 -0.574
H 2.550 2.082 -0.044
C 2.213 4.358 -2.681
C 1.806 4.583 -1.209
O 0.622 4.520 -0.817
N 2.845 4.810 -0.436
C 2.748 4.916 1.029
H 3.238 4.655 -2.903
H 1.591 4.945 -3.357
H 2.106 3.312 -2.966
H 3.745 4.766 -0.892
H 1.770 4.618 1.405
H 2.886 5.970 1.269
H 3.554 4.289 1.411
C 2.589 -9.206 -1.390
C 1.794 -7.917 -1.250
O 0.864 -7.891 -0.507
N 2.140 -6.831 -1.970
C 1.312 -5.662 -1.937
H 3.639 -8.917 -1.406
H 2.431 -9.705 -2.346
H 2.411 -9.868 -0.543
H 2.983 -6.843 -2.526
H 0.250 -5.906 -1.957
H 1.400 -5.000 -2.799
H 1.556 -4.935 -1.162
C -1.156 -1.645 -4.810
C -0.986 -3.085 -4.432
O -0.823 -3.410 -3.263
N -1.032 -4.025 -5.415
C -1.148 -5.432 -5.164
H -2.151 -1.375 -5.163
H -0.377 -1.297 -5.488
H -1.038 -0.989 -3.948
H -0.925 -3.781 -6.389
H -0.804 -5.805 -4.199
H -0.646 -6.014 -5.936
H -2.219 -5.621 -5.232
C -0.415 1.579 0.416
C -0.852 0.146 0.344
O -2.035 -0.124 0.643
N 0.064 -0.754 0.089
C -0.169 -2.101 -0.142
H -1.321 2.185 0.416
H 0.120 1.712 -0.524
H 0.142 1.878 1.304
H 0.993 -0.432 -0.140
H -1.210 -2.337 -0.359
H 0.205 -2.698 0.690
H 0.269 -2.376 -1.102
C -1.730 2.601 -3.076
C -2.594 3.762 -2.577
O -3.761 3.824 -2.974
N -2.068 4.636 -1.685
C -2.823 5.762 -1.173
H -1.905 2.559 -4.151
H -2.133 1.718 -2.580
H -0.671 2.814 -2.926
H -1.119 4.559 -1.351
H -3.772 5.549 -0.682
H -2.913 6.525 -1.947
H -2.142 6.321 -0.532

multiplicity = 2
E_HOMO (spin up / spin down) = -0.3692 / -0.3692 Ha
LUMO level (spin up / spin down) = -2.46 / -8.65 eV
max |F| = 4.48 eV Å⁻¹
total charge = +1

Löwdin atomic charge list, values in e, 2 entries: -0.12 -0.18